[1]
Computed, not measured: a 2-piece molecular cluster, C4H8O3 overall at a distorted geometry, with ωB97M-V/def2-TZVPD.

Structure (XYZ):
```
15
Properties=species:S:1:pos:R:3:forces:R:3
C 1.365728 0.589815 1.625524 -0.1 0.1 -0.1
O 0.201749 0.040944 1.003806 -0.2 -0.1 -0.2
C 0.707785 -2.010155 0.222747 1.5 -0.8 0.3
O 1.794596 -2.045100 0.568550 -1.0 -0.2 -0.4
C -0.511321 0.620077 -0.101441 -0.1 0.3 0.0
C -1.052101 -0.331435 -1.227975 0.4 -0.1 0.4
O -1.935802 0.501948 -1.974476 -0.1 0.0 -0.1
H 2.209378 0.786282 0.946127 -0.4 0.0 -0.2
H 1.162937 1.497360 2.211788 -0.2 -0.1 -0.3
H 1.721526 -0.170232 2.338141 -0.3 0.2 -0.3
H -1.419161 1.065645 0.313842 0.1 0.2 -0.1
H 0.077188 1.394063 -0.605556 0.0 0.0 0.2
H -0.264775 -0.720573 -1.893046 0.0 0.2 0.3
H -1.594380 -1.197412 -0.826642 0.2 0.3 0.2
H -2.405697 -0.046915 -2.617647 0.2 0.2 0.2
```
Forces are in eV/Å.

Output
Energy relative to the best compared isomer or geometry (same formula, charge and spin)   270.0 kJ/mol
Kohn-Sham gap   10.75 eV

Löwdin atomic charge list, values in e, 4 entries: -0.101 -0.296 0.051 0.053

[2]
Computed, not measured: C6H12CdN2PS as an isolated structure at a distorted geometry, with ωB97M-V/def2-TZVPD.

Structure (XYZ):
```
23
Properties=species:S:1:pos:R:3:forces:R:3
C 0.675313 -0.762493 -2.794796 -0.8 1.1 -0.1
C 1.102564 0.563496 -3.144032 -1.0 0.0 0.5
C -0.070790 1.357501 -3.385397 0.0 -0.9 0.0
C -1.220238 0.500993 -3.247839 1.0 -0.1 0.1
C -0.755013 -0.804070 -2.878653 0.3 1.2 0.0
Cd 0.254045 -1.276159 0.854531 -1.2 -1.6 -0.8
P 2.592290 -1.722867 1.492122 1.2 -0.1 -0.3
H 1.292667 -1.572113 -2.445887 0.3 -0.2 -0.2
H 2.134454 0.931456 -3.115190 -0.4 -0.2 -0.1
H -0.098567 2.428303 -3.657016 0.1 -0.7 0.1
H -1.396764 -1.649954 -2.658870 0.1 0.0 -0.1
H -2.269267 0.803181 -3.394555 0.6 -0.2 0.1
H 3.095749 -0.804492 2.512559 0.3 -1.0 0.0
H 3.651790 -1.946380 0.500574 0.4 -0.3 0.9
H 2.311516 -3.029569 2.113243 0.8 1.4 -0.4
N -0.556328 0.185963 3.336923 -0.2 0.1 -0.2
C -1.446669 0.733751 2.479294 0.3 -1.0 -0.4
N -2.087495 1.810996 2.914996 -0.6 0.7 0.0
S -1.787759 0.150882 0.909142 -1.0 1.6 0.5
H -0.517676 0.448118 4.300463 -0.1 0.4 0.3
H -0.181275 -0.745288 3.151957 -0.1 -0.1 -0.3
H -2.778223 2.239945 2.313498 0.2 -0.1 0.1
H -1.944326 2.158799 3.842933 0.0 0.1 0.3
```
Forces are in eV/Å.

Output
Net charge   -1
Energy relative to the best compared isomer or geometry (same formula, charge and spin)   0.0 kJ/mol
Kohn-Sham gap   4.17 eV

Löwdin atomic charge list, values in e, 4 entries: -0.263 -0.231 -0.225 -0.230

[3]
Computed, not measured: C35H41BrCoF3N5O4S3Si as an isolated structure, with ωB97M-V/def2-TZVPD.

Structure (XYZ):
```
94
Properties=species:S:1:pos:R:3:forces:R:3
Co 1.978461 1.561514 1.144089 0.0 -0.2 0.4
C 4.035987 -1.447361 -0.943313 0.0 0.0 0.0
C 3.265122 -0.620681 0.030753 0.1 0.0 0.0
N 3.224228 0.667154 0.018095 0.0 0.2 0.1
N 3.891454 1.413405 -0.884089 0.0 0.0 -0.1
C 3.546188 2.692261 -0.682930 0.0 0.0 0.0
O 2.767099 3.107476 0.212564 -0.2 0.0 -0.1
C 4.143638 3.694481 -1.612624 0.0 0.0 0.0
C 3.814740 5.035494 -1.448269 0.0 0.0 0.0
C 4.342675 5.991777 -2.302028 0.0 0.0 0.0
C 5.196581 5.614381 -3.329760 0.0 0.0 0.0
C 5.517413 4.273995 -3.502916 0.0 0.0 0.0
C 4.991619 3.316437 -2.648856 0.0 0.0 0.0
C 2.464975 -1.198964 1.110128 0.0 0.0 0.0
C 2.454600 -2.551447 1.436559 0.0 0.0 0.0
C 1.680001 -2.976480 2.500659 0.0 0.0 0.0
C 0.945705 -2.047246 3.220057 0.0 0.0 0.0
C 1.000475 -0.715866 2.836941 0.0 0.0 -0.1
N 1.723737 -0.308960 1.801190 -0.2 0.0 -0.2
H 4.646229 -0.792627 -1.560013 0.0 0.0 0.0
H 3.354667 -2.005978 -1.591794 0.0 0.0 0.0
H 4.680716 -2.165961 -0.431111 0.0 0.0 0.0
H 3.129039 5.298545 -0.654285 0.0 0.0 0.0
H 4.077161 7.033780 -2.171604 0.0 0.0 0.0
H 5.603307 6.361365 -4.001706 0.0 0.0 0.0
H 6.171914 3.972675 -4.312465 0.0 0.0 0.0
H 5.220086 2.267610 -2.777001 0.0 0.0 0.0
H 3.032925 -3.254049 0.852463 0.0 0.0 0.0
H 1.645410 -4.027532 2.762199 0.0 0.0 0.0
H 0.332377 -2.336748 4.062352 0.0 0.0 0.0
H 0.449649 0.070040 3.337836 0.0 0.0 0.0
S 0.043303 2.386015 2.054605 0.0 0.2 0.0
C 0.537624 3.237451 3.490331 0.1 -0.1 0.0
C -0.392602 4.042311 4.148233 0.0 0.0 0.1
C -0.091790 4.728221 5.322195 0.0 0.0 -0.1
C -1.096107 5.520823 5.961983 0.0 0.0 0.1
N -1.910694 6.149814 6.480640 0.0 0.0 0.0
C 1.201518 4.619859 5.858260 0.0 0.0 0.0
C 2.142460 3.831622 5.205714 0.0 0.0 0.0
C 1.854226 3.123560 4.033347 -0.1 0.0 0.0
S 3.072022 2.127046 3.316195 0.2 -0.1 -0.1
C 1.566909 5.300984 7.063558 0.0 0.0 0.0
N 1.882103 5.837209 8.033558 0.0 0.0 0.0
H -1.385617 4.134431 3.727225 0.0 0.0 0.0
H 3.138669 3.750930 5.620622 0.0 0.0 0.0
F 0.295708 0.687911 -3.941215 0.0 0.0 0.0
C 0.421168 1.997551 -3.636399 0.0 0.0 0.0
F -0.278817 2.678602 -4.564745 0.0 0.0 0.0
F 1.713199 2.318058 -3.801719 0.0 0.0 0.0
S -0.167696 2.357006 -1.918774 -0.1 -0.1 -0.2
O -1.537158 1.883533 -1.961729 0.0 0.0 0.0
O 0.005041 3.780601 -1.809159 0.1 0.0 0.0
O 0.739898 1.528207 -1.147443 0.0 -0.1 0.2
C -1.126901 -4.517249 0.762220 0.0 0.0 0.0
C -2.019597 -4.340679 -0.477206 0.0 0.0 0.0
C -1.295075 -5.060747 -1.623809 0.0 0.0 0.0
C -3.348628 -5.062336 -0.211141 0.0 0.0 0.0
Si -2.281496 -2.471399 -0.912428 -0.1 0.0 0.1
Br -0.249809 -1.556243 -0.795206 0.0 0.0 -0.2
C -3.316793 -1.535887 0.410018 0.0 0.0 0.0
C -3.102390 -0.014690 0.309184 0.0 0.0 0.0
C -4.818000 -1.838911 0.274595 0.0 0.0 0.0
C -2.879731 -1.939803 1.825711 0.0 0.0 0.0
C -2.915026 -2.226759 -2.712995 0.0 0.0 0.0
C -3.294836 -0.761678 -2.972122 0.0 0.0 0.0
C -1.822916 -2.565551 -3.740172 0.0 -0.1 0.0
C -4.150800 -3.096087 -2.996630 0.0 0.0 0.0
H -0.937351 -5.588223 0.908898 0.0 0.0 0.0
H -1.585953 -4.135740 1.672463 0.1 0.0 0.0
H -0.167058 -4.015751 0.639466 0.0 0.0 0.0
H -1.084163 -6.093315 -1.319839 0.0 0.0 0.0
H -0.341599 -4.580412 -1.854035 0.0 0.0 0.0
H -1.884859 -5.102737 -2.538656 -0.1 0.0 0.0
H -3.152220 -6.125850 -0.025994 0.0 0.0 0.0
H -4.040023 -4.997642 -1.053049 0.0 0.0 0.0
H -3.854921 -4.667965 0.670869 0.0 0.0 0.0
H -3.375190 0.406012 -0.655079 0.0 0.0 0.0
H -2.066982 0.270876 0.495304 0.0 0.0 0.0
H -3.715382 0.471213 1.076952 0.0 0.0 0.0
H -5.228483 -1.478127 -0.668022 0.0 0.0 0.0
H -5.358422 -1.326946 1.079181 0.0 0.0 0.0
H -5.043505 -2.905461 0.356361 0.0 0.0 0.0
H -1.805393 -1.805712 1.970035 0.0 0.0 0.0
H -3.142947 -2.971076 2.070126 0.0 0.0 0.0
H -3.388677 -1.291271 2.547373 0.0 0.0 0.0
H -2.468055 -0.075181 -2.784619 0.0 0.0 0.1
H -4.153151 -0.439271 -2.383019 0.0 0.0 0.0
H -3.571279 -0.661165 -4.028853 0.0 0.0 0.0
H -0.975063 -1.888130 -3.647222 0.0 0.0 0.0
H -2.240698 -2.437355 -4.745736 0.0 0.0 0.0
H -1.455267 -3.588598 -3.661562 0.0 0.1 -0.1
H -4.960782 -2.911692 -2.286206 0.0 0.0 0.0
H -3.929675 -4.164264 -2.986545 0.0 0.0 0.0
H -4.532447 -2.852434 -3.995017 0.0 0.0 0.0
```
Forces are in eV/Å.

Output
2S+1   2
Net charge   -2
Energy relative to the best compared isomer or geometry (same formula, charge and spin)   31.2 kJ/mol
Kohn-Sham gap (alpha / beta)   5.40 / 5.38 eV

Löwdin atomic charge list, values in e, 4 entries: 0.154 -0.025 -0.266 -0.037